Entry 1:
The following is a DFT calculation (wB97M-V/def2-TZVPD) of an isolated molecule of C7H13N at a distorted geometry.

Values from the calculation:
Kohn-Sham gap	9.6309	eV
total energy	-8957.1713	eV
structure (SMILES)	C=C(C)C(=C)CCN
ΔE to the lowest compared entry with this formula, charge and spin	2.762	eV
net charge	0

The geometry in XYZ format:
```
21
C7H13N wB97M-V/def2-TZVPD
C -1.91013 0.56301 1.66791
C -1.66922 0.34465 0.37958
C -2.62997 0.78428 -0.68384
C -0.27844 -0.54823 -0.12943
C -0.42442 -1.46100 -1.07026
C 0.83606 0.00198 0.58982
C 2.31314 -0.59380 -0.13443
N 3.33653 0.39454 -0.01752
H -1.20905 0.28913 2.44229
H -2.79071 1.10371 1.99742
H -3.44512 1.37670 -0.26134
H -3.07085 -0.07358 -1.19451
H -2.11765 1.38168 -1.43954
H -1.34489 -1.54868 -1.62438
H 0.41355 -2.02493 -1.44687
H 0.87750 -0.31041 1.63197
H 0.87842 1.08973 0.54049
H 2.55881 -1.47986 0.45222
H 2.21449 -0.92092 -1.17776
H 4.34616 0.39064 0.01138
H 3.11579 1.24135 -0.53319
```

***

Entry 2:
The following is a DFT calculation (wB97M-V/def2-TZVPD) of a cluster of 5 separate species, C15H27NO14PS in total.

Values from the calculation:
Kohn-Sham gap	9.3024	eV
total energy	-66267.3038	eV
net charge	+1

The geometry in XYZ format:
```
59
C15H27NO14PS wB97M-V/def2-TZVPD
C 3.30604 -1.64464 0.30869
C 2.23878 -1.03883 1.22209
S 1.02834 -2.21176 1.85880
C -0.06126 -2.17357 0.47079
N -1.01620 -0.97095 0.54306
P -2.77470 -1.46014 0.16407
O -3.22095 -1.75583 1.66855
O -3.39053 -0.02475 -0.18536
H 2.94067 -2.47125 -0.29539
H 4.15275 -1.98332 0.89987
H 3.67392 -0.84725 -0.34077
H 1.69492 -0.21763 0.75491
H 2.71709 -0.61299 2.10638
H 0.44743 -2.10860 -0.48826
H -0.65561 -3.08769 0.47340
H -0.73456 -0.29121 -0.16962
H -0.86684 -0.50391 1.44434
H -3.98393 -1.23701 1.95189
H -2.99566 0.75759 0.21535
C 1.52969 3.69286 2.98618
C 0.02820 3.60039 2.83783
O -0.11572 3.09861 1.49070
C 1.02487 2.46420 1.15816
O 1.16909 1.80408 0.16947
O 1.97705 2.65998 2.07806
H 1.87620 3.48752 3.99377
H 1.93034 4.64692 2.65828
H -0.41347 2.87476 3.52460
H -0.47224 4.55113 2.94982
C -4.99305 -3.82179 -2.21242
C -6.27564 -3.27706 -2.81804
O -6.08112 -3.53648 -4.20856
C -5.19538 -4.55564 -4.34163
O -4.94392 -5.11143 -5.35337
O -4.62842 -4.84252 -3.13726
H -5.12825 -4.24463 -1.21946
H -4.19284 -3.07888 -2.18282
H -7.15916 -3.81782 -2.47601
H -6.42138 -2.21271 -2.65299
C 3.53131 -5.53882 -2.93982
C 4.96743 -5.97866 -3.15963
O 5.69511 -5.02293 -2.38001
C 4.88069 -4.53330 -1.42407
O 5.22939 -3.85164 -0.51747
O 3.59857 -4.92712 -1.64361
H 2.81973 -6.35917 -2.93041
H 3.21130 -4.78886 -3.66463
H 5.16459 -6.97553 -2.76425
H 5.28352 -5.93371 -4.19732
C -0.03347 9.32756 2.08665
C -0.35372 8.27883 1.03610
O 0.23090 7.09706 1.60925
C 0.31657 7.27329 2.94490
O 0.60720 6.40688 3.71241
O 0.03401 8.53842 3.28527
H -0.79512 10.09428 2.18651
H 0.93623 9.79882 1.92690
H -1.42548 8.11542 0.92120
H 0.08674 8.48137 0.06494
```

***

Entry 3:
The following is a DFT calculation (wB97M-V/def2-TZVPD) of a cluster of 3 separate species, C3H11NO2 in total at a distorted geometry.

Values from the calculation:
Kohn-Sham gap	8.4126	eV
total energy	-8872.7289	eV
structure (SMILES)	C=C(C)N.O.O
ΔE to the lowest compared entry with this formula, charge and spin	1.761	eV
net charge	0

The geometry in XYZ format:
```
17
C3H11NO2 wB97M-V/def2-TZVPD
C 1.60942 -0.61123 2.87061
C 0.52829 -0.57567 2.04468
C 0.60624 -1.26908 0.72660
N -0.65835 0.07123 2.45751
H 1.69580 0.07745 3.68196
H 2.36590 -1.25681 2.73286
H 1.64058 -1.25551 0.33363
H -0.27488 -0.89798 0.06104
H 0.23574 -2.32741 0.86925
H -1.28997 0.22644 1.73219
H -0.71920 0.79091 3.13741
O 1.42739 -0.59287 -7.07972
H 0.58859 -0.47759 -6.70115
H 1.69515 -1.14619 -6.27508
O -3.38838 3.12518 -0.52382
H -3.28525 3.70674 0.14910
H -2.77707 2.41238 -0.21708
```

***

Entry 4:
The following is a DFT calculation (wB97M-V/def2-TZVPD) of a cluster of 3 separate species, C22H44B2F6IN2O8 in total.

Values from the calculation:
Kohn-Sham gap	7.1487	eV
total energy	-68649.4517	eV
net charge	-1

The geometry in XYZ format:
```
85
C22H44B2F6IN2O8 wB97M-V/def2-TZVPD
C -9.51626 -1.28644 0.14580
O -9.00234 -1.92570 -1.02302
B -8.83711 -1.00766 -2.09063
O -9.91431 -0.89423 -2.93485
B -7.37667 -0.14543 -2.33161
I -7.75742 2.03926 -1.91798
C -6.86545 -0.37971 -3.91098
O -6.92728 0.77866 -4.76484
C -5.69053 1.15686 -5.28331
O -5.73820 2.50651 -5.63850
C -5.32011 3.39438 -4.61336
C -6.32737 4.53387 -4.48041
O -6.28314 5.12962 -3.19560
C -6.25277 -0.85122 -1.40855
O -5.75453 -1.91186 -1.74322
C -5.70545 -0.36052 -0.01691
F -6.60653 0.38947 0.66807
F -5.42748 -1.44580 0.76609
C -4.39187 0.44652 -0.09651
F -4.63774 1.61560 -0.72570
F -3.95977 0.73121 1.16945
C -3.19518 -0.22049 -0.82788
F -3.38812 -0.15090 -2.17217
F -3.05697 -1.50174 -0.46849
C -1.85659 0.49759 -0.51230
O -0.86799 -0.11433 -0.23175
O -1.91932 1.82855 -0.61724
H -9.03444 -0.32005 0.31194
H -9.33261 -1.94962 0.99087
H -10.59967 -1.14168 0.06381
H -10.55478 -1.57578 -2.68857
H -5.83943 -0.75805 -3.91118
H -7.48169 -1.14700 -4.38816
H -4.89496 0.99016 -4.54295
H -5.44580 0.58711 -6.19183
H -4.32800 3.79044 -4.86178
H -5.24519 2.87791 -3.65148
H -7.31774 4.14147 -4.72588
H -6.08111 5.32578 -5.19141
H -6.57663 4.46115 -2.56084
H -1.22533 2.18345 -0.03910
C 5.35445 0.39607 -3.02901
C 5.20322 0.33051 -1.51695
N 4.29975 1.33640 -0.99192
C 4.36617 1.47337 0.45043
C 3.93084 0.28181 1.31282
C 2.96469 1.34532 -1.57170
C 2.13432 0.05937 -1.48427
H 5.64726 1.39813 -3.34520
H 6.12570 -0.30460 -3.35243
H 4.43299 0.12693 -3.54551
H 6.18257 0.50679 -1.06211
H 4.91159 -0.69461 -1.23605
H 3.77995 2.35121 0.73590
H 5.40352 1.71894 0.70364
H 2.84921 0.15681 1.32510
H 4.24828 0.44411 2.34604
H 4.38135 -0.65243 0.97508
H 3.05794 1.62538 -2.62388
H 2.41013 2.16735 -1.11172
H 2.72053 -0.82218 -1.75090
H 1.29590 0.11528 -2.17949
H 1.71177 -0.09718 -0.49601
C 8.28205 0.14919 5.77638
C 8.09628 -1.35461 5.91087
N 6.73680 -1.78564 5.64532
C 6.47416 -3.15475 6.04817
C 7.22756 -4.28053 5.32803
C 6.19042 -1.38214 4.36056
C 6.94017 -1.81044 3.09226
H 7.56550 0.68442 6.40049
H 9.28790 0.42566 6.09548
H 8.16294 0.48826 4.74696
H 8.33107 -1.64247 6.93939
H 8.83801 -1.86084 5.27147
H 5.39923 -3.33262 5.95938
H 6.69639 -3.22386 7.11796
H 6.84838 -4.44778 4.32085
H 7.10252 -5.21457 5.87947
H 8.29752 -4.07937 5.26363
H 6.11074 -0.29221 4.35650
H 5.15896 -1.73854 4.30973
H 8.01658 -1.65357 3.17780
H 6.59055 -1.21671 2.24533
H 6.76805 -2.85700 2.84509
```

***

Entry 5:
The following is a DFT calculation (wB97M-V/def2-TZVPD) of a structure of composition C3H6CuO4 at a distorted geometry.

Values from the calculation:
Kohn-Sham gap (spin up / spin down)	9.7744 / 7.4104	eV
total energy	-56025.5399	eV
2S+1	3
ΔE to the lowest compared entry with this formula, charge and spin	2.669	eV
net charge	+1

The geometry in XYZ format:
```
14
C3H6CuO4 wB97M-V/def2-TZVPD
O 1.83990 -0.70538 -0.16914
C 0.47594 -0.82739 -0.59549
C -0.47274 -0.63647 0.57803
O -1.76562 -0.22153 0.10905
C -2.05571 1.05343 0.06235
O -3.21837 1.41431 -0.23303
O -1.22969 1.98584 0.17450
H 2.14833 -1.51464 0.25876
H 0.32166 -1.80811 -1.05955
H 0.33338 -0.07478 -1.37894
H -0.11181 0.07861 1.32782
H -0.62031 -1.58721 1.10160
Cu 2.82027 0.85425 -0.18416
H 1.53476 1.98907 0.00820
```

***

Entry 6:
The following is a DFT calculation (wB97M-V/def2-TZVPD) of a structure of composition C25H28N3O3SSe2W at a distorted geometry.

Values from the calculation:
Kohn-Sham gap (spin up / spin down)	6.4489 / 6.2584	eV
total energy	-180338.7870	eV
2S+1	3
ΔE to the lowest compared entry with this formula, charge and spin	2.745	eV
net charge	+1

The geometry in XYZ format:
```
63
C25H28N3O3SSe2W wB97M-V/def2-TZVPD
W -0.46059 -0.58220 0.36124
O 0.23081 -0.74810 -1.46822
C 1.51284 -0.74963 -1.83951
C 1.88668 -0.18189 -3.05034
C 3.20783 -0.19878 -3.45817
C 4.18608 -0.79580 -2.66171
C 3.82794 -1.38078 -1.47185
C 2.49148 -1.38080 -1.02669
C 2.12867 -2.11494 0.13938
N 0.92746 -2.11866 0.64682
C 0.57455 -3.23369 1.52584
C -0.97400 -3.31470 1.59291
N -1.59111 -2.21186 0.86624
C -1.69725 -2.35991 -0.49341
C -2.71782 -1.59176 -1.18180
C -3.43976 -2.04236 -2.29230
C -4.52632 -1.32834 -2.75662
C -4.92489 -0.16039 -2.11393
C -4.19836 0.33990 -1.04467
C -3.07626 -0.34597 -0.60936
O -2.22257 0.16606 0.29494
H 1.12132 0.27159 -3.66512
H 3.47395 0.24132 -4.40931
H 5.21712 -0.80654 -2.98640
H 4.57184 -1.87243 -0.85495
H 2.87836 -2.76796 0.58212
H 0.97467 -3.07134 2.52818
H 0.99426 -4.16448 1.14327
H -1.29764 -3.23607 2.62934
H -1.32294 -4.27208 1.20367
H -1.38290 -3.30685 -0.92895
H -3.15444 -2.97613 -2.76183
H -5.08942 -1.69844 -3.60225
H -5.79718 0.37659 -2.46096
H -4.48115 1.26273 -0.55512
C -0.49892 3.46453 3.06408
Se -1.35437 2.15941 1.86118
C -2.00685 3.45801 0.52008
C -1.03622 3.60785 -0.64563
Se -0.35401 1.86844 -1.33992
C -1.54029 1.69395 -2.88773
H -1.25413 3.95138 3.67480
H 0.05645 4.19647 2.48267
H 0.17866 2.91096 3.71181
H -2.15210 4.41080 1.02813
H -2.97453 3.08646 0.18870
H -0.14410 4.14584 -0.32766
H -1.48682 4.14616 -1.47974
H -1.33955 2.50888 -3.57794
H -2.58010 1.70268 -2.57876
H -1.30933 0.73734 -3.35150
O 1.12629 0.55208 0.70751
N 1.93434 0.41244 1.76968
C 3.21019 0.82918 1.64658
C 4.05058 0.77157 2.71982
C 3.57068 0.30532 3.94942
C 2.25677 -0.09418 4.05186
C 1.41183 -0.05130 2.94010
S -0.23453 -0.54914 2.97457
H 3.48773 1.19607 0.66922
H 5.07016 1.10941 2.61226
H 4.22077 0.27041 4.81191
H 1.84012 -0.44634 4.98401
```